(1)
DFT (the ωB97M-V functional and the def2-TZVPD basis) results for a structure of composition C28H28AsCeN6O4 at a distorted geometry.

Last column: Mulliken charge in e.
Cartesian coordinates (Å):
Ce -0.1559 0.0319 0.3736  1.426
As 1.9209 2.8417 2.1986  0.372
O -5.5996 -3.8878 -1.4355  -0.488
O -5.8897 -1.8635 -0.4906  -0.542
O -4.4587 0.0449 0.2219  -0.637
O -2.3141 0.5292 0.3102  -0.280
N 2.3921 -2.3286 -1.0201  -0.963
N -1.6348 -3.4382 0.2749  -0.512
N 1.4891 -1.4023 -0.6461  0.392
N 0.7701 -0.9402 -1.7262  -0.051
N -1.7237 -2.1157 0.3260  0.312
N 2.2541 -2.4387 -2.3582  0.716
C 0.6820 2.3227 -1.8677  -0.593
C 1.1896 -1.2377 3.1272  -0.712
C -1.2673 3.0539 -0.6437  -0.482
C -3.0083 -1.7918 -0.0061  0.181
C -0.2122 -1.3096 3.3693  -0.294
C 0.7598 4.0975 4.5914  -0.218
C -2.8545 -3.9791 -0.1598  -0.278
C 3.0764 -3.4478 -3.0788  -0.737
C 1.3907 -1.5038 -2.7945  -0.475
C 1.0639 4.2744 3.2262  0.131
C 0.8190 2.8617 0.5718  -0.360
C 1.2887 -4.5486 -4.6252  -1.096
C 1.7818 -0.0003 2.9437  -0.043
C -3.7387 -2.9586 -0.4408  -0.035
C -0.3539 1.1415 3.2196  0.120
C -3.2914 -0.3766 0.2420  0.832
C -0.5177 3.1513 0.5924  0.149
C 2.6726 -3.7532 -4.5176  0.608
C 0.0902 6.4822 3.2715  -0.680
C -5.1954 -2.9475 -0.8009  0.417
C -0.9966 -0.1619 3.2936  -0.997
C 0.8198 5.5386 2.6202  -0.147
C 0.0977 5.0995 5.2736  -0.584
C 0.9543 1.2082 2.7722  -0.447
C -0.7040 2.4205 -1.7476  -0.810
C -0.2666 6.2391 4.5971  -0.440
C 2.7922 -2.5766 -5.4827  -1.591
C 1.4318 2.4893 -0.6464  -0.185
H 3.4482 -4.4712 -4.7714  0.476
H -1.0154 2.0138 3.3641  0.434
H 1.8953 -2.1098 3.0744  0.459
H -2.0496 -0.1259 3.5399  0.551
H 1.1705 2.1118 -2.8131  0.625
H 0.5493 -4.4524 -3.7763  0.220
H 0.7184 -4.1074 -5.5241  0.324
H 1.7860 -2.2298 -5.7944  0.422
H 2.5444 2.5677 -0.6563  0.491
H -0.9409 6.8766 5.1351  0.418
H 2.8245 0.2610 2.9048  0.582
H -1.0164 -3.9703 0.9182  0.249
H -5.4004 -1.0033 -0.1412  0.396
H -3.0099 -5.0406 -0.4863  0.485
H 2.9986 -4.4537 -2.6214  0.344
H 1.1602 -1.3557 -3.8202  0.516
H 1.0523 3.1548 5.0678  0.450
H -1.4014 2.1849 -2.5479  0.511
H 3.3807 -2.8299 -6.3358  0.343
H 1.3547 5.7100 1.6543  0.388
H 3.1973 -1.7608 -4.9557  0.393
H 1.3521 -5.6161 -4.7300  0.355
H -1.0076 3.4223 1.5195  0.485
H 4.1303 -3.0457 -3.0995  0.278
H -0.6720 -2.2821 3.5269  0.598
H -2.3485 3.3763 -0.6741  0.448
H -0.0469 7.4767 2.8079  0.401
H -0.2073 4.8787 6.3066  0.378

Atoms 1-2, force components in eV/Å:
Ce -1.95 1.39 0.69
As 0.69 0.69 0.55

Its largest force on an atom is 4.57 eV Å⁻¹. The energy above the lowest of the compared OMol25 structures with the same formula, charge and spin comes out at 33.1 kcal per mole. The net charge is +3. The LUMO energy (spin up / spin down) comes out at -12.9 / -12.9 eV.

(2)
DFT (the ωB97M-V functional and the def2-TZVPD basis) results for a structure of composition C28H28AuBrN7O5S.

Last column: Mulliken charge in e.
Cartesian coordinates (Å):
Au -0.2236 -0.2339 1.3340  1.242
Br 1.0191 -2.8442 3.4128  -0.006
S 0.3656 -2.4192 -0.4823  1.204
O -0.7403 -2.1765 0.5339  -0.704
O 1.0311 -1.1305 -0.7013  -0.587
O 0.0520 2.4936 -0.7592  -0.753
O 1.2255 -3.5096 -0.1076  -0.521
O 0.5501 1.6654 1.7238  -0.837
N -2.2052 0.6185 1.5761  -0.365
N -5.9735 1.9806 -0.1550  0.710
N -6.7859 3.0567 0.0573  -0.635
N 2.6666 0.6190 1.4132  0.261
N -4.2975 1.1468 1.3181  0.195
N -6.8699 3.7378 -1.0150  -0.514
N 2.2246 -0.4603 1.9189  -0.369
C 4.8299 -5.2771 0.8605  -0.563
C -4.6337 1.1720 -2.1609  -0.414
C -6.0884 3.1258 -1.9819  0.130
C 3.0899 3.9908 -2.0451  -0.454
C 1.7888 3.5362 -1.9493  -0.612
C -3.3935 0.1490 1.2271  1.206
C 3.2645 -3.9435 2.1636  -0.650
C -3.6508 2.2978 1.7220  -0.384
C 5.6088 -3.1728 1.7724  -0.223
C 4.5752 -4.1060 1.5925  0.572
C -0.4845 -2.8663 -1.9491  -1.090
C -2.3532 1.9633 1.8798  -0.804
C -5.5017 1.9931 -1.4338  1.379
C 3.9806 3.8202 -0.9890  -0.830
C -4.4007 1.5448 -3.4662  -0.695
C 2.5869 -2.7608 2.3828  -0.163
C 7.0678 -4.5278 0.4324  -0.366
C -5.8465 3.4913 -3.3083  -0.710
C 6.0600 -5.4728 0.2668  -0.579
C 2.9675 -1.5596 1.7955  -0.052
C -5.7022 1.0904 0.9307  -1.162
C 1.3495 2.8832 -0.8021  0.385
C 6.8465 -3.3877 1.1975  -0.709
C 1.8792 1.9031 1.5034  0.426
C -5.0003 2.6883 -4.0361  -0.567
C -3.7383 -1.2592 0.8902  -1.363
C 2.2402 2.6779 0.2514  0.114
C 3.5414 3.1725 0.1497  -0.521
H -1.0840 -2.0174 -2.2700  0.290
H 4.9894 4.2044 -1.0473  0.410
H 7.6467 -2.6778 1.3575  0.401
H -4.7833 2.9339 -5.0666  0.387
H -6.3081 4.3729 -3.7319  0.435
H 2.3178 2.4154 2.3703  0.319
H -2.8292 -1.8413 0.7699  0.111
H 5.4546 -2.3160 2.4169  0.671
H -3.7352 0.9468 -4.0751  0.405
H -0.1202 2.1880 0.1500  0.513
H 1.0792 3.6797 -2.7539  0.428
H 4.0427 -6.0116 0.7423  0.411
H 8.0374 -4.6918 -0.0190  0.400
H -4.3149 -1.3258 -0.0327  0.367
H 2.7344 -4.8541 2.4212  0.431
H 3.8395 -1.5596 1.1456  0.493
H -1.5183 2.5605 2.2000  0.510
H -4.1735 3.2309 1.8462  0.514
H 4.2169 3.0632 0.9953  0.441
H -4.3332 -1.7036 1.6901  0.403
H -4.1589 0.2993 -1.7326  0.198
H 6.2430 -6.3652 -0.3160  0.405
H -1.1100 -3.7255 -1.7162  0.371
H -5.9472 0.0626 0.6743  0.538
H 3.4114 4.4988 -2.9448  0.392
H 3.5531 0.6354 0.9044  0.421
H 0.2581 -3.1270 -2.6997  0.394
H -6.3296 1.4148 1.7574  0.319

Atoms 1-2, force components in eV/Å:
Au -0.43 0.22 -0.06
Br 0.01 0.01 0.02

Its largest force on an atom is 0.49 eV Å⁻¹. The net charge is +1. As for the spin multiplicity: 3. The LUMO energy (spin up / spin down) comes out at -3.9 / -5.6 eV.

Q: Which value of largest force on an atom does entry 1 give?
A: 4.57 eV Å⁻¹

Q: What is the net charge in the second record?
A: +1

Q: net charge of number 2 (C28H28AuBrN7O5S)?
A: +1

Q: What is the formula in the second record?
A: C28H28AuBrN7O5S